Computed, not measured: a molecular structure, C44H41AlBCl2GeI2N9O5, with ωB97M-V with the def2-TZVPD basis set.

The LUMO energy is -0.16 eV. The HOMO-LUMO gap is 0.2715 Eh. The molar mass is 1211.0 u.

Structure (ORCA input):
```
! wB97M-V def2-TZVPD RIJCOSX def2/J DEFGRID3
* xyz 0 1
Al 0.357 0.949 0.631
C -1.350 -2.548 4.503
N -0.934 -1.952 3.240
C -0.639 -0.682 3.015
N -0.380 -0.533 1.721
C -0.526 -1.791 1.201
N -0.864 -2.674 2.097
C -2.682 -3.243 4.382
C -2.927 -4.396 5.113
C -4.157 -5.036 5.024
C -5.140 -4.543 4.187
C -4.893 -3.389 3.449
C -3.673 -2.734 3.556
C -5.918 -2.885 2.537
N -7.113 -3.320 2.350
N -7.674 -2.508 1.366
C -6.769 -1.654 1.047
O -5.618 -1.824 1.745
C -6.845 -0.564 0.076
C -8.048 -0.321 -0.576
C -8.134 0.733 -1.470
C -7.033 1.543 -1.701
C -5.827 1.295 -1.054
C -4.657 2.201 -1.355
N -3.552 2.052 -0.427
C -2.321 1.630 -0.668
N -1.623 1.634 0.461
C -2.525 2.076 1.394
N -3.699 2.339 0.888
C -5.734 0.236 -0.168
H -1.392 -1.723 5.219
H -0.577 -3.245 4.827
H -0.667 0.108 3.766
H -0.383 -2.020 0.157
H -2.152 -4.804 5.749
H -4.339 -5.935 5.598
H -6.095 -5.041 4.089
H -3.496 -1.838 2.977
H -8.901 -0.950 -0.368
H -9.067 0.935 -1.978
H -7.115 2.378 -2.387
H -4.974 3.245 -1.332
H -4.254 1.994 -2.349
H -1.967 1.320 -1.633
H -2.306 2.188 2.450
H -4.813 0.039 0.360
Cl 5.285 0.681 -2.947
C 5.338 -0.756 -1.971
C 6.554 -1.144 -1.436
C 6.617 -2.225 -0.573
C 5.455 -2.898 -0.232
C 4.256 -2.516 -0.803
Cl 2.806 -3.372 -0.357
C 4.157 -1.463 -1.719
N 2.948 -1.116 -2.304
C 2.829 -1.017 -3.724
C 3.622 -1.780 -4.569
C 3.498 -1.656 -5.944
C 2.563 -0.781 -6.477
C 1.763 -0.033 -5.627
C 1.888 -0.131 -4.248
C 1.090 0.755 -3.334
C 0.393 0.028 -2.204
O -0.034 -1.106 -2.314
O 0.232 0.727 -1.113
H 7.438 -0.574 -1.682
H 7.563 -2.523 -0.143
H 5.468 -3.722 0.466
H 2.155 -1.590 -1.891
H 4.342 -2.468 -4.143
H 4.125 -2.249 -6.595
H 2.454 -0.684 -7.549
H 1.031 0.653 -6.038
H 0.309 1.259 -3.912
H 1.722 1.537 -2.908
O 0.389 4.226 -0.781
B 1.235 3.903 0.262
O 2.541 3.773 -0.137
C 2.512 3.987 -1.500
C 3.553 3.915 -2.395
C 3.225 4.134 -3.732
C 1.919 4.416 -4.125
C 0.877 4.490 -3.203
C 1.213 4.263 -1.889
H 4.558 3.684 -2.075
H 4.002 4.076 -4.480
H 1.709 4.579 -5.173
H -0.139 4.709 -3.499
C 2.549 0.518 4.084
Ge 3.433 0.927 2.384
C 4.225 2.717 2.435
C 4.956 -0.295 2.221
C 2.255 0.567 0.868
H 3.145 0.905 4.911
H 2.470 -0.564 4.206
H 1.555 0.956 4.179
H 4.659 2.873 3.423
H 3.526 3.525 2.238
H 5.027 2.774 1.697
H 5.638 -0.182 3.064
H 5.505 -0.088 1.302
H 4.619 -1.332 2.187
H 2.246 -0.535 0.828
H 2.795 0.876 -0.037
I 0.476 3.404 2.226
I -1.142 2.219 5.090
*
```

Here are the Löwdin charges for atoms 1 to 6, given in e: -0.01, -0.05, -0.10, -0.12, 0.07, -0.13

Computed, not measured: a molecular structure, C44H41ClMnN3O5P2SSe4, with ωB97M-V with the def2-TZVPD basis set.

The LUMO energy (alpha / beta) is -3.23 / -4.76 eV. The HOMO-LUMO gap (alpha / beta) is 0.2452 / 0.1890 Eh. The molar mass is 1192.1 u.

Structure (ORCA input):
```
! wB97M-V def2-TZVPD RIJCOSX def2/J DEFGRID3
* xyz 1 4
Mn 1.390 1.669 0.246
C 1.237 2.610 3.646
Se 0.685 1.084 2.581
C 2.110 -0.127 3.142
C 3.501 0.361 2.820
Se 3.800 0.693 0.918
C 5.108 2.080 1.254
H 1.773 2.240 4.518
H 0.328 3.125 3.936
H 1.861 3.267 3.046
H 1.890 -1.089 2.684
H 1.988 -0.232 4.222
H 4.252 -0.364 3.135
H 3.707 1.309 3.316
H 5.862 1.655 1.914
H 4.636 2.949 1.704
H 5.562 2.352 0.305
Se 1.665 -4.778 0.786
P -0.374 -4.011 0.550
C -1.271 -5.222 -0.415
C -0.611 -5.837 -1.485
C -1.258 -6.816 -2.218
C -2.556 -7.184 -1.889
C -3.214 -6.571 -0.833
C -2.574 -5.591 -0.090
C -1.141 -3.790 2.156
C -1.483 -4.916 2.914
C -1.925 -4.759 4.215
C -2.006 -3.487 4.774
C -1.647 -2.375 4.033
C -1.213 -2.523 2.723
C 0.041 -2.395 -0.093
C -0.440 -1.153 -0.518
N 0.571 -0.292 -0.346
N 1.609 -0.943 0.152
N 1.318 -2.192 0.336
P -2.020 -0.622 -1.298
Se -2.235 1.436 -1.527
C -2.082 -1.556 -2.864
C -1.537 -2.833 -2.999
C -1.633 -3.524 -4.196
C -2.281 -2.943 -5.276
C -2.821 -1.671 -5.154
C -2.719 -0.975 -3.959
C -3.243 -1.342 -0.173
C -3.885 -2.547 -0.433
C -4.875 -3.004 0.431
C -5.222 -2.261 1.548
C -4.589 -1.050 1.800
C -3.606 -0.587 0.944
H 0.402 -5.552 -1.740
H -0.748 -7.294 -3.044
H -3.056 -7.957 -2.457
H -4.225 -6.859 -0.582
H -3.088 -5.110 0.727
H -1.390 -5.911 2.498
H -2.193 -5.628 4.800
H -2.348 -3.369 5.794
H -1.709 -1.384 4.465
H -0.941 -1.647 2.151
H -1.011 -3.289 -2.165
H -1.199 -4.511 -4.288
H -2.357 -3.477 -6.213
H -3.320 -1.210 -5.996
H -3.131 0.019 -3.868
H -3.654 -3.106 -1.331
H -5.398 -3.926 0.213
H -6.004 -2.612 2.208
H -4.880 -0.453 2.654
H -3.143 0.379 1.114
Cl -4.664 7.070 -1.969
C -3.600 5.944 -1.188
C -3.864 5.559 0.119
C -3.013 4.661 0.738
C -1.915 4.151 0.054
C -1.661 4.549 -1.253
C -2.506 5.451 -1.880
C -1.030 3.175 0.747
O -1.112 2.937 1.940
O -0.138 2.635 -0.042
H -4.726 5.958 0.634
H -3.194 4.344 1.755
H -0.801 4.150 -1.778
H -2.321 5.770 -2.896
C 8.202 5.393 -1.885
C 6.786 4.956 -1.631
C 6.059 5.467 -0.558
C 4.759 5.059 -0.314
C 4.183 4.122 -1.159
C 4.875 3.604 -2.245
C 6.175 4.024 -2.469
S 2.523 3.651 -0.888
O 2.355 3.440 0.598
O 1.678 4.638 -1.470
O 2.340 2.254 -1.427
H 8.486 6.216 -1.233
H 8.330 5.715 -2.919
H 8.898 4.570 -1.713
H 6.518 6.200 0.093
H 4.200 5.460 0.521
H 4.406 2.878 -2.895
H 6.726 3.626 -3.312
*
```

Here are the Löwdin charges for atoms 1 to 6, given in e: 0.53, -0.28, 1.09, -0.50, -0.49, 1.07

Computed, not measured: a molecular structure, C44H41FN7O3PPb, with ωB97M-V with the def2-TZVPD basis set.

The LUMO energy is -9.93 eV. The HOMO-LUMO gap is 0.2703 Eh. The molar mass is 973.0 u.

Structure (ORCA input):
```
! wB97M-V def2-TZVPD RIJCOSX def2/J DEFGRID3
* xyz 4 1
Pb 0.050 -1.994 2.053
C -2.369 0.593 5.211
C -1.426 0.959 6.152
C -0.091 0.636 5.933
C 0.250 -0.061 4.792
N -0.670 -0.419 3.874
C -1.946 -0.092 4.081
C 1.641 -0.508 4.505
C 2.801 0.257 4.973
C 4.049 -0.087 4.634
C 4.351 -1.298 3.808
C 3.044 -1.901 3.256
N 1.742 -1.559 3.777
H -3.417 0.820 5.342
H -1.718 1.485 7.052
H 0.663 0.899 6.661
H -2.655 -0.397 3.320
H 2.627 1.128 5.589
H 4.883 0.502 5.000
H 5.012 -1.969 4.359
H 3.117 -2.979 3.112
N 3.220 -3.433 -0.835
P 1.649 -3.641 -1.330
C 1.720 -4.549 -2.825
C 2.571 -4.153 -3.869
C 2.677 -4.953 -4.989
C 1.942 -6.131 -5.082
C 1.098 -6.523 -4.052
C 0.985 -5.741 -2.915
C 0.690 -4.440 -0.066
C 1.320 -5.075 1.005
C 0.548 -5.650 2.007
C -0.839 -5.614 1.926
C -1.467 -4.999 0.845
C -0.706 -4.401 -0.149
C 3.642 -2.634 0.232
C 5.054 -2.787 0.635
C 5.572 -2.068 1.631
C 4.769 -1.010 2.321
C 3.276 -1.149 1.946
N 2.787 -1.876 0.800
H 3.928 -3.944 -1.346
H 3.125 -3.227 -3.812
H 3.332 -4.658 -5.798
H 2.032 -6.749 -5.965
H 0.536 -7.444 -4.128
H 0.344 -6.066 -2.107
H 2.400 -5.131 1.056
H 1.030 -6.153 2.835
H -1.435 -6.087 2.696
H -2.546 -4.999 0.772
H -1.197 -3.914 -0.983
H 5.658 -3.509 0.100
H 6.611 -2.200 1.909
H 5.228 -0.033 2.151
H 2.783 -0.175 1.986
F -3.530 3.256 1.491
C -2.843 2.931 0.382
C -2.090 1.800 0.387
C -1.305 1.459 -0.728
C -0.540 0.221 -0.738
O -0.561 -0.558 0.258
C 0.170 -0.037 -1.956
C 0.138 0.894 -2.979
N -0.531 2.035 -2.937
C -0.519 2.917 -4.103
C 0.167 4.247 -4.000
C 0.771 3.150 -4.821
C -1.309 2.339 -1.821
C -2.103 3.492 -1.816
C -2.904 3.813 -0.728
N -3.675 4.956 -0.698
C -4.951 5.029 0.024
C -5.997 5.742 -0.816
N -5.569 7.166 -1.096
C -4.064 7.303 -1.195
C -3.449 6.005 -1.683
C 0.976 -1.225 -2.289
O 1.621 -1.378 -3.281
O 0.939 -2.205 -1.309
H -2.088 1.175 1.267
H 0.683 0.697 -3.893
H -1.427 2.837 -4.687
H 0.656 4.480 -3.063
H -0.287 5.086 -4.508
H 1.669 2.689 -4.432
H 0.726 3.216 -5.898
H -2.103 4.120 -2.691
H -4.839 5.519 0.994
H -5.335 4.030 0.216
H -6.956 5.774 -0.305
H -6.130 5.253 -1.778
H -5.915 7.789 -0.363
H -6.009 7.485 -1.961
H -3.698 7.550 -0.200
H -3.842 8.128 -1.866
H -2.378 6.177 -1.793
H -3.840 5.747 -2.677
*
```

Here are the Löwdin charges for atoms 1 to 6, given in e: 1.66, 0.00, 0.01, 0.04, -0.21, -0.03